Below is C53H38As2BrF5HfN2O3S2 as an isolated structure, with properties calculated with ωB97M-V with the def2-TZVPD basis set.

Output
Relative energy (zero: lowest compared OMol25 entry of this formula, charge and spin) in kJ/mol: 115.2
Gap between HOMO and LUMO in eV: 7.2
LUMO energy in eV: -0.31
HOMO energy in eV: -7.540
Maximum force in eV/A: 0.53

Structure (XYZ):
```
107
Properties=species:S:1:pos:R:3:lowdin_charge:R:1
Hf -0.4712 0.0088 0.2887 1.39
O -2.3716 2.6144 2.5259 0.11
C -1.2913 2.0779 2.4134 -0.56
O -1.1504 0.8164 2.0615 -0.31
C -0.0016 2.7722 2.7298 -0.15
C -0.1023 3.8596 3.5961 -0.03
C 1.0151 4.5479 4.0264 -0.08
C 2.2644 4.1555 3.5624 -0.08
C 2.3768 3.0926 2.6861 -0.14
C 1.2576 2.3730 2.2542 -0.53
S 1.6471 1.0632 1.1177 0.62
H -1.0919 4.1468 3.9264 0.12
H 0.9178 5.3845 4.7059 0.10
H 3.1565 4.6832 3.8766 0.10
H 3.3520 2.7979 2.3185 0.09
C 1.7090 -4.0192 1.9076 -0.43
C 0.5910 -3.6512 2.8917 -0.42
As -0.2723 -1.8781 2.6924 1.24
C -1.8026 -2.1561 3.8448 -0.38
C -1.6202 -2.5158 5.1788 -0.11
C -2.7166 -2.7491 5.9932 -0.08
C -4.0024 -2.6227 5.4842 -0.08
C -4.1892 -2.2668 4.1579 -0.07
C -3.0904 -2.0383 3.3400 -0.10
C 0.8747 -0.8549 3.8818 -0.40
C 2.2397 -1.1111 3.9424 -0.12
C 3.0579 -0.3435 4.7579 -0.08
C 2.5161 0.6825 5.5191 -0.08
C 1.1548 0.9371 5.4644 -0.07
C 0.3348 0.1724 4.6468 -0.11
As 1.8899 -2.7412 0.4113 1.26
C 3.5776 -3.3141 -0.3616 -0.39
C 3.7861 -4.6028 -0.8485 -0.10
C 5.0258 -4.9637 -1.3523 -0.08
C 6.0655 -4.0423 -1.3735 -0.09
C 5.8651 -2.7598 -0.8885 -0.08
C 4.6229 -2.3974 -0.3819 -0.12
C 0.6769 -3.6674 -0.8242 -0.39
C -0.3943 -4.4283 -0.3661 -0.12
C -1.2779 -5.0220 -1.2591 -0.09
C -1.1008 -4.8557 -2.6235 -0.09
C -0.0330 -4.0995 -3.0894 -0.08
C 0.8479 -3.5090 -2.1971 -0.13
H 1.5307 -5.0000 1.4669 0.06
H 2.6724 -4.0655 2.4152 0.06
H 0.9645 -3.6406 3.9163 0.06
H -0.2148 -4.3850 2.8615 0.06
H -0.6218 -2.5938 5.5927 0.11
H -2.5675 -3.0219 7.0301 0.10
H -4.8568 -2.7950 6.1258 0.10
H -5.1883 -2.1531 3.7575 0.11
H -3.2482 -1.7417 2.3145 0.07
H 2.6869 -1.8927 3.3400 0.08
H 4.1213 -0.5439 4.7893 0.10
H 3.1566 1.2874 6.1480 0.11
H 0.7260 1.7449 6.0436 0.11
H -0.7259 0.3866 4.6031 0.11
H 2.9761 -5.3227 -0.8515 0.10
H 5.1824 -5.9655 -1.7319 0.10
H 7.0315 -4.3266 -1.7710 0.10
H 6.6706 -2.0369 -0.9051 0.10
H 4.4672 -1.3908 -0.0084 0.09
H -0.5594 -4.5711 0.6948 0.08
H -2.1050 -5.6118 -0.8830 0.10
H -1.7886 -5.3146 -3.3225 0.10
H 0.1132 -3.9587 -4.1534 0.11
H 1.6657 -2.9072 -2.5785 0.10
S 0.6944 -0.5779 -4.2155 1.02
C 2.1865 -0.1840 -3.4718 -0.40
C 2.0718 -0.1044 -2.1150 -0.26
C 0.7613 -0.3704 -1.6181 -0.38
C -0.0817 -0.6333 -2.6704 -0.57
C -1.4479 -1.1156 -2.5098 -0.30
C -2.3231 -1.2762 -3.5842 -0.02
C -3.5482 -1.8698 -3.3642 -0.04
C -3.8731 -2.3008 -2.0837 -0.05
C -2.9794 -2.0522 -1.0638 -0.13
N -1.8052 -1.4407 -1.2495 0.04
H 3.0649 -0.0123 -4.0748 0.07
H 2.9048 0.1666 -1.4779 0.08
H -2.0277 -0.9475 -4.5709 0.10
H -4.2424 -2.0093 -4.1829 0.11
H -4.8056 -2.8034 -1.8711 0.11
H -3.2062 -2.3534 -0.0503 0.11
F -6.7259 3.1043 0.2954 0.12
C -5.4787 2.6882 0.0672 -0.14
C -4.5880 3.4861 -0.6308 -0.13
F -4.9826 4.6771 -1.0803 0.13
C -3.2955 3.0542 -0.8718 -0.13
F -2.4642 3.8576 -1.5371 0.12
C -2.8508 1.8088 -0.4309 -0.24
O -1.6032 1.3994 -0.6414 -0.19
C -3.7710 1.0369 0.2670 -0.14
F -3.3578 -0.1469 0.7733 0.03
C -5.0607 1.4512 0.5211 -0.14
F -5.8917 0.6685 1.2132 0.12
Br 4.7277 4.1728 -2.7582 0.73
C 2.8947 3.7137 -2.8746 -0.68
C 2.2133 3.8358 -4.0722 -0.12
C 0.8785 3.4665 -4.0940 -0.06
C 0.2960 2.9956 -2.9250 -0.14
N 0.9607 2.8799 -1.7819 0.09
C 2.2376 3.2355 -1.7517 -0.21
H 2.7136 4.2049 -4.9573 0.10
H 0.2977 3.5380 -5.0038 0.11
H -0.7415 2.6850 -2.9014 0.10
H 2.7551 3.1142 -0.8062 0.08
```


Below is C33H34BrN5O10Si as an isolated structure, with properties calculated with ωB97M-V with the def2-TZVPD basis set.

Output
Gap between HOMO and LUMO in eV: 8.8
LUMO energy in eV: -0.78
HOMO energy in eV: -9.562
Maximum force in eV/A: 0.23

Structure (XYZ):
```
84
Properties=species:S:1:pos:R:3:lowdin_charge:R:1
C 4.7937 5.5785 -0.9587 -0.13
C 4.1749 4.4716 -1.8177 -0.37
C 2.7345 4.1114 -1.4712 -0.89
Si 1.4367 5.4646 -1.6351 0.59
Br 2.6103 3.4271 0.3524 0.69
H 4.0290 6.2408 -0.5494 0.04
H 5.4894 6.1926 -1.5297 0.07
H 5.3375 5.1568 -0.1146 0.07
H 4.1753 4.7610 -2.8741 0.10
H 4.7817 3.5656 -1.7481 0.10
H 2.4105 3.2745 -2.0938 0.05
H 0.1045 4.8628 -1.4239 -0.07
H 1.5229 6.0088 -3.0121 -0.07
H 1.6443 6.5550 -0.6639 -0.06
C 1.9260 2.3435 3.8371 -0.09
C 2.5745 1.8528 4.9621 -0.06
C 2.0170 2.0315 6.2174 0.00
C 0.8117 2.7044 6.3073 -0.15
C 0.1451 3.2016 5.2028 0.00
C 0.7178 3.0153 3.9545 -0.06
N 0.2081 2.8978 7.6411 -0.36
O 0.8159 2.4768 8.6032 0.07
O -0.8615 3.4693 7.7000 0.07
H 2.3508 2.1906 2.8546 0.04
H 3.5084 1.3155 4.8665 0.11
H 2.4896 1.6573 7.1127 0.12
H -0.7953 3.7155 5.3323 0.12
H 0.2191 3.3856 3.0684 0.10
C 4.2213 -1.4956 -1.1075 -0.07
C 4.9380 -2.1448 -0.1087 -0.06
C 4.5276 -2.0570 1.2121 -0.01
C 3.3884 -1.3233 1.4960 -0.14
C 2.6567 -0.6682 0.5235 0.00
C 3.0897 -0.7568 -0.7903 -0.06
N 2.9232 -1.2552 2.8949 -0.35
O 3.6400 -1.7262 3.7560 0.07
O 1.8490 -0.7329 3.1047 0.07
H 4.5285 -1.5824 -2.1406 0.10
H 5.8143 -2.7285 -0.3574 0.11
H 5.0590 -2.5502 2.0122 0.12
H 1.7766 -0.0993 0.7766 0.10
H 2.5271 -0.2564 -1.5675 0.09
C -0.9819 -5.4682 -2.9969 -0.06
C 0.3715 -5.6691 -3.2347 -0.06
C 1.2103 -4.5874 -3.4520 0.00
C 0.6583 -3.3195 -3.4290 -0.14
C -0.6852 -3.0901 -3.1949 0.00
C -1.5078 -4.1832 -2.9776 -0.06
N 1.5453 -2.1612 -3.6375 -0.34
O 2.7283 -2.3720 -3.7974 0.07
O 1.0477 -1.0518 -3.6225 0.06
H -1.6375 -6.3097 -2.8149 0.11
H 0.7796 -6.6706 -3.2449 0.11
H 2.2677 -4.7087 -3.6323 0.12
H -1.0607 -2.0785 -3.1736 0.11
H -2.5621 -4.0382 -2.7836 0.09
C -3.9481 2.0891 -3.1992 -0.07
C -2.8388 1.3323 -3.5539 -0.06
C -1.7840 1.1818 -2.6670 0.00
C -1.8784 1.8036 -1.4355 -0.14
C -2.9682 2.5636 -1.0549 0.00
C -4.0131 2.7025 -1.9549 -0.06
N -0.7552 1.6578 -0.4869 -0.34
O 0.1993 0.9972 -0.8486 0.05
O -0.8460 2.2051 0.5895 0.06
H -4.7654 2.2059 -3.8988 0.11
H -2.7879 0.8615 -4.5267 0.11
H -0.9036 0.6065 -2.9135 0.10
H -2.9830 3.0280 -0.0802 0.12
H -4.8767 3.2943 -1.6832 0.11
C -6.6371 -2.8219 1.4308 -0.07
C -6.6065 -2.7255 0.0458 -0.06
C -5.9019 -3.6557 -0.7016 0.00
C -5.2425 -4.6676 -0.0285 -0.15
C -5.2576 -4.7898 1.3486 0.00
C -5.9659 -3.8496 2.0798 -0.06
N -4.4776 -5.6565 -0.8130 -0.34
O -4.4257 -5.5044 -2.0190 0.05
O -3.9296 -6.5546 -0.2137 0.09
H -7.1875 -2.0912 2.0084 0.11
H -7.1323 -1.9248 -0.4564 0.11
H -5.8593 -3.6112 -1.7793 0.12
H -4.7225 -5.5996 1.8211 0.12
H -5.9900 -3.9204 3.1586 0.11
```


Question: Which of these has the highest gap between HOMO and LUMO?
Answer: C33H34BrN5O10Si


Question: Which value of HOMO energy does entry 2 give?
Answer: -9.562 eV